Density functional theory data (the ωB97M-V functional and the def2-TZVPD basis) for C7H28CaN13O10 as an isolated structure.

F_max ... 0.0381 Eh/bohr
Total charge ... +1
Kohn-Sham gap ... 8.25 eV

Geometry as XYZ:
```
59
Properties=species:S:1:pos:R:3:forces:R:3:nbo_charge:R:1
Ca -22.091226 25.838835 1.541646 0.1623 0.1064 -1.1561 1.81
N -21.751612 25.025678 -1.989908 0.3880 -0.7964 -0.9238 0.73
O -20.491873 24.931077 -2.089549 -0.4415 0.1827 0.3536 -0.58
O -22.272851 25.438293 -0.930021 -0.2522 0.2723 0.1929 -0.60
O -22.454401 24.685897 -2.945159 0.1005 0.4626 0.5785 -0.46
C -21.025337 23.935229 4.720221 -0.2454 -0.6530 -0.0377 -0.25
O -20.962684 24.908467 3.684638 0.0396 -0.0796 0.9030 -0.74
H -20.021240 23.549397 4.915121 -0.0591 -0.0514 0.2098 0.16
H -21.474873 24.307394 5.644024 0.1304 0.2263 -0.0208 0.18
H -21.643546 23.093660 4.405848 0.0112 0.1208 -0.2653 0.19
H -20.319295 25.534375 4.034221 -0.1123 0.4178 -0.5848 0.48
C -22.508653 22.390043 1.406793 0.8164 0.2557 -0.5897 0.80
O -22.854525 23.565693 1.255184 0.2539 -0.9304 0.4331 -0.72
N -23.343435 21.400449 1.795649 -0.9181 1.0161 -0.0307 -0.83
N -21.272122 21.886914 1.109109 0.4670 0.0335 0.2906 -0.82
H -24.300951 21.705208 1.867919 0.0007 -0.6327 0.2716 0.41
H -22.982483 20.532089 2.129886 -0.4062 -0.2641 0.0534 0.40
H -21.107165 20.926462 1.346626 0.0147 -0.1515 -0.1113 0.38
H -20.434128 22.438459 1.136846 -0.3541 0.3914 -0.1636 0.40
C -22.405883 28.570122 3.602759 0.8191 -0.2941 1.7538 0.80
O -21.806463 27.679587 3.003935 -0.2893 0.5315 -0.1376 -0.73
N -23.368299 29.344106 3.117998 -0.7232 0.0707 -1.7097 -0.83
N -22.067646 28.749269 4.935864 0.2181 -0.7034 -0.2494 -0.87
H -23.644491 29.050547 2.185849 -0.0709 -0.0564 0.0592 0.43
H -24.028150 29.880760 3.649536 0.2635 -0.0235 0.3590 0.40
H -22.210812 29.575737 5.490943 -0.0380 0.1785 -0.3185 0.40
H -21.205657 28.241217 5.061534 0.0242 0.2351 0.6270 0.40
C -24.646409 27.941954 -0.044612 0.9906 -0.2673 0.3260 0.79
O -23.864180 27.416197 0.768380 -0.7160 0.6835 0.0717 -0.75
N -25.531806 28.922540 0.259245 -0.5139 0.4304 -0.2794 -0.82
N -24.642237 27.590525 -1.333044 0.7923 -1.2534 -0.2296 -0.82
H -25.463160 29.499992 1.076210 0.1284 -0.1896 0.0674 0.39
H -25.877537 29.371528 -0.571402 -0.3388 0.3850 0.2968 0.39
H -25.233940 27.929906 -2.066080 -0.1810 0.0594 0.1333 0.40
H -24.064965 26.768528 -1.494276 0.0212 0.0818 -0.3961 0.45
C -19.037331 24.112911 0.926711 -0.4200 1.1287 -0.3213 0.76
O -19.938973 24.920223 1.187148 0.5932 -0.8259 0.1292 -0.75
N -18.205841 23.614258 1.866870 0.8159 -0.7810 1.1452 -0.84
N -18.775644 23.708957 -0.326084 -0.0304 0.0423 0.6728 -0.85
H -18.314763 23.757360 2.854435 -0.4423 0.4137 -0.1615 0.40
H -17.503283 22.928338 1.653488 -0.0102 0.0551 -0.2682 0.39
H -19.405257 24.076779 -1.048799 -0.0161 -0.1869 -0.4415 0.46
H -18.005115 23.076115 -0.418028 -0.0689 -0.0710 -0.8121 0.39
C -19.547612 27.914008 0.113709 -0.4290 -0.3147 -1.8652 0.80
O -20.584613 27.369484 0.473460 0.1410 1.0253 0.8391 -0.72
N -19.263623 29.245442 0.176015 -0.3943 -0.3576 0.5785 -0.84
N -18.621144 27.235250 -0.617745 -0.0698 -0.1189 1.0903 -0.84
H -18.362290 29.517477 -0.160816 -0.0705 0.5988 0.1138 0.39
H -19.981012 29.891426 0.448864 0.1957 0.1036 -0.0143 0.41
H -18.713858 26.235297 -0.579853 0.1157 0.0012 -0.6473 0.42
H -17.995013 27.745345 -1.206524 0.2751 -0.4486 -0.1679 0.39
C -24.499641 25.397250 4.032247 0.9537 -0.6068 -0.2053 0.80
O -23.907520 25.610096 2.977272 -0.7326 0.4998 0.6002 -0.73
N -25.347650 24.360102 4.189501 -0.1672 0.0398 0.4259 -0.82
N -24.263999 26.065534 5.201068 0.2433 0.5004 -0.3293 -0.85
H -25.709581 24.263247 5.118507 -0.6176 -0.5033 -0.2419 0.39
H -25.696897 23.835368 3.409749 0.0795 0.0205 0.0277 0.42
H -24.649416 25.755240 6.071606 -0.1582 0.1349 0.0420 0.39
H -23.814911 26.965938 5.171840 0.2317 -0.1439 0.0344 0.42
```
Forces are in eV/Å.